This record from OMol25 describes an isolated ion of composition C4H10N3OS and charge +1 at a distorted geometry. The level of theory is ωB97M-V/def2-TZVPD.

## Properties
Energy (Eh): -795.793936
Total charge: +1
Energy relative to the best compared isomer or geometry (same formula, charge and spin) (kJ/mol): 172.5
SMILES: C=CC/[N+](NS)=C(\N)O

Geometry as XYZ:
```
19
Properties=species:S:1:pos:R:3:nbo_charge:R:1
C 2.728 0.962 0.580 -0.319
C 1.636 0.226 0.658 -0.253
C 0.452 0.399 -0.260 -0.286
N -0.768 -0.149 0.322 -0.260
N -1.771 0.673 0.837 -0.640
S -2.459 1.771 -0.319 0.215
C -1.043 -1.452 0.360 0.806
N -0.263 -2.377 -0.167 -0.755
O -2.130 -1.863 0.951 -0.606
H 3.561 0.797 1.237 0.226
H 2.829 1.743 -0.156 0.206
H 1.543 -0.557 1.401 0.209
H 0.632 -0.074 -1.233 0.227
H 0.271 1.460 -0.455 0.252
H -1.310 1.366 1.801 0.422
H -3.648 1.157 -0.360 0.130
H 0.599 -2.167 -0.642 0.436
H -0.557 -3.341 -0.097 0.447
H -2.638 -1.114 1.324 0.543
```